Record 1
15
Properties=species:S:1:pos:R:3 method="wB97M-V/def2-TZVPD" homo_ha=-0.31768 smiles="CC[P@@](C)(O)=S" de_lowest_kj_mol=79.9 mol_weight_g_mol=124.14 e_tot_ev=-25429.2535
C -0.53 -1.28 -1.40
C 0.51 0.93 1.93
C -0.84 -0.74 -0.07
O 1.66 0.52 -0.62
P 0.21 0.80 0.11
S -0.64 2.39 -0.59
H -1.39 -1.86 -1.74
H -0.13 -0.49 -2.09
H 0.35 -1.96 -1.52
H 0.91 2.01 2.23
H -0.48 0.76 2.44
H 1.35 0.19 2.22
H -0.66 -1.54 0.79
H -1.85 -0.40 -0.05
H 1.53 0.68 -1.64


Record 2
91
Properties=species:S:1:pos:R:3 method="wB97M-V/def2-TZVPD" homo_ha=-0.34385 smiles="C[C@H]1COC(=O)O1.C[C@H]1COC(=O)O1.C[C@H]1COC(=O)O1.C[C@H]1COC(=O)O1.C[C@H]1COC(=O)O1.C[C@H]1COC(=O)O1.C[C@H]1COC(=O)O1" de_lowest_kj_mol=545.1 mol_weight_g_mol=714.62 e_tot_ev=-72711.4579
C 0.47 1.00 2.29
C -0.44 -0.03 1.58
C -0.03 -0.46 0.19
O 0.86 -1.62 0.47
C 0.41 -2.12 1.71
O 0.69 -3.18 2.29
O -0.48 -1.22 2.25
H 0.19 1.33 3.29
H 0.75 1.93 1.82
H 1.47 0.58 2.44
H -1.49 0.23 1.50
H 0.44 0.31 -0.43
H -0.87 -0.90 -0.36
C -4.37 4.07 -4.26
C -3.70 4.06 -2.88
C -4.41 3.27 -1.77
O -3.32 2.64 -1.15
C -2.21 2.71 -1.92
O -1.19 2.39 -1.51
O -2.48 3.44 -3.00
H -3.92 4.96 -4.71
H -5.43 4.31 -4.20
H -4.16 3.22 -4.92
H -3.69 5.10 -2.55
H -5.12 2.65 -2.32
H -4.90 3.99 -1.12
C -0.31 -5.61 5.69
C 0.24 -5.94 4.21
C 1.78 -5.84 3.96
O 2.05 -7.08 3.39
C 1.10 -7.93 3.62
O 1.03 -9.12 3.22
O 0.06 -7.31 4.13
H 0.29 -6.24 6.36
H -1.34 -5.87 5.91
H -0.16 -4.59 6.05
H -0.29 -5.31 3.49
H 2.42 -5.81 4.84
H 2.13 -5.15 3.19
C 1.29 6.26 -1.64
C 2.39 5.21 -1.41
C 3.74 5.74 -0.94
O 4.06 4.79 0.02
C 3.03 3.99 0.37
O 2.99 3.15 1.25
O 1.87 4.34 -0.42
H 0.76 5.90 -2.52
H 1.65 7.28 -1.75
H 0.57 6.25 -0.82
H 2.50 4.43 -2.16
H 3.62 6.81 -0.73
H 4.56 5.83 -1.65
C -4.37 4.56 2.29
C -3.14 3.67 2.39
C -1.76 4.22 2.75
O -1.45 3.47 3.89
C -2.42 2.74 4.26
O -2.38 1.92 5.18
O -3.40 2.83 3.42
H -4.28 5.44 2.94
H -5.27 4.02 2.56
H -4.57 4.83 1.25
H -3.16 3.11 1.45
H -1.65 5.28 2.95
H -1.06 3.97 1.95
C 1.65 -0.17 -4.90
C 0.48 -1.10 -4.96
C 0.77 -2.55 -4.60
O -0.14 -2.88 -3.62
C -0.99 -1.86 -3.45
O -2.00 -1.80 -2.74
O -0.52 -0.72 -4.06
H 1.50 0.76 -4.35
H 2.01 0.16 -5.88
H 2.55 -0.67 -4.56
H 0.12 -1.10 -5.99
H 1.83 -2.67 -4.42
H 0.51 -3.02 -5.55
C 4.28 -4.39 0.09
C 2.77 -4.47 -0.26
C 2.28 -4.67 -1.64
O 1.26 -5.62 -1.49
C 1.27 -6.08 -0.18
O 0.62 -7.00 0.31
O 2.32 -5.57 0.46
H 4.79 -4.06 -0.81
H 4.82 -5.29 0.37
H 4.44 -3.62 0.85
H 2.26 -3.55 0.04
H 2.95 -5.21 -2.31
H 1.96 -3.72 -2.06